[1]
{
  "formula": "C36H34Cl2IN6O5SZr",
  "method": "ωB97M-V/def2-TZVPD",
  "species": ["Zr", "C", "C", "N", "C", "C", "C", "O", "C", "C", "N", "C", "C", "C", "C", "C", "C", "I", "C", "O", "H", "H", "H", "H", "H", "H", "H", "H", "H", "H", "H", "H", "C", "C", "N", "C", "C", "C", "S", "N", "C", "O", "C", "C", "C", "C", "C", "C", "H", "H", "H", "H", "H", "H", "H", "H", "H", "H", "H", "H", "H", "H", "H", "O", "C", "C", "C", "C", "O", "N", "H", "H", "H", "H", "Cl", "C", "C", "C", "C", "C", "Cl", "C", "N", "H", "H", "H"],
  "xyz": [[0.3119, -0.4677, 0.0632], [-3.9841, -0.9675, -1.7071], [-3.7710, -1.2502, -0.2554], [-4.7242, -1.8746, 0.3922], [-4.5626, -2.1146, 1.6951], [-3.4814, -1.6950, 2.4325], [-3.4199, -2.0465, 3.8984], [-3.4487, -0.9360, 4.7779], [-2.4299, -0.9933, 1.7742], [-1.3606, -0.4648, 2.5500], [-0.2212, 0.0207, 2.1183], [0.7862, 0.2875, 3.0402], [0.8775, -0.3924, 4.2676], [1.9211, -0.1775, 5.1421], [2.9098, 0.7443, 4.8465], [2.8504, 1.4329, 3.6480], [1.8188, 1.1883, 2.7623], [1.8672, 2.2343, 0.9319], [-2.5448, -0.8330, 0.3535], [-1.6288, -0.3057, -0.3734], [-5.0485, -0.9816, -1.9275], [-3.4865, -1.7271, -2.3076], [-3.5521, 0.0011, -1.9551], [-5.3699, -2.6711, 2.1577], [-2.4915, -2.5809, 4.1312], [-4.2652, -2.7141, 4.1286], [-4.1357, -0.3319, 4.4744], [-1.5485, -0.4494, 3.6251], [0.1550, -1.1569, 4.5028], [1.9706, -0.7506, 6.0561], [3.7363, 0.9074, 5.5209], [3.6173, 2.1455, 3.3850], [1.4514, 4.3017, -2.2894], [0.0000, 4.7473, -2.1143], [-0.5717, 4.3141, -0.8575], [-0.7163, 5.2802, 0.2064], [0.5874, 5.9803, 0.5741], [-1.0420, 3.0506, -0.7562], [-1.7470, 2.4711, 0.6431], [-1.0504, 2.3322, -1.8963], [-0.3785, 1.2746, -2.1848], [0.5819, 0.7782, -1.4888], [-0.6054, 0.6752, -3.5334], [-0.3512, 1.4352, -4.6683], [-0.4483, 0.8597, -5.9226], [-0.8159, -0.4695, -6.0482], [-1.0927, -1.2223, -4.9194], [-0.9772, -0.6576, -3.6601], [1.8096, 4.6066, -3.2694], [1.5250, 3.2207, -2.2054], [2.0907, 4.7351, -1.5256], [-0.6062, 4.3233, -2.9223], [-0.0707, 5.8367, -2.1647], [-1.0967, 4.7358, 1.0730], [-1.4661, 6.0270, -0.0911], [1.3218, 5.2524, 0.9075], [0.3995, 6.6851, 1.3790], [0.9959, 6.5321, -0.2680], [-0.0597, 2.4679, -4.5526], [-0.2341, 1.4417, -6.8086], [-0.8781, -0.9241, -7.0273], [-1.3937, -2.2557, -5.0221], [-1.1850, -1.2423, -2.7748], [-1.2346, -2.9035, -1.3063], [-0.7204, -3.3208, -0.2798], [-0.6872, -4.7852, 0.1561], [0.1741, -4.7550, 1.4085], [0.3868, -3.2529, 1.6532], [0.9048, -2.7692, 2.6371], [-0.1090, -2.5317, 0.6196], [-0.2741, -5.3869, -0.6521], [-1.7091, -5.1169, 0.3460], [1.1560, -5.2074, 1.2554], [-0.2862, -5.2164, 2.2835], [4.8011, -0.5610, 2.0438], [4.5333, -1.3162, 0.5070], [5.5787, -1.9070, -0.1482], [5.3884, -2.5160, -1.3880], [4.1199, -2.5050, -1.9565], [3.0783, -1.9206, -1.2822], [1.4654, -1.8992, -1.9598], [3.1860, -1.2742, 0.0036], [2.1974, -0.7225, 0.6182], [6.5601, -1.8876, 0.3052], [6.2193, -2.9751, -1.8993], [3.9443, -2.9409, -2.9301]],
  "atomic_forces_ev_per_a": [[3.79, 0.24, 0.97], [0.11, 0.12, 0.07], [-0.22, -0.03, -0.25], [0.09, 0.20, -0.41], [0.13, -0.11, 0.64], [0.03, 0.06, 0.05], [-0.16, -0.42, -0.11], [-0.02, 0.40, 0.15], [-0.89, -0.15, -1.25], [1.21, 0.73, 0.40], [-1.79, -0.90, 0.74], [1.03, 0.44, 1.45], [-0.21, 0.10, -0.43], [0.03, 0.09, 0.13], [-0.04, 0.03, -0.10], [-0.07, 0.01, 0.14], [-0.24, 0.45, -0.52], [0.33, 0.51, 0.92], [-0.63, -0.11, 1.02], [-2.32, -0.25, -0.45], [-0.02, -0.01, 0.02], [0.10, -0.03, -0.09], [0.00, 0.02, -0.14], [0.04, -0.03, 0.19], [-0.13, 0.04, -0.03], [0.23, 0.01, -0.10], [0.03, -0.02, 0.00], [0.14, -0.02, -0.14], [-0.02, -0.10, -0.03], [-0.02, -0.06, 0.07], [0.08, 0.02, 0.09], [0.05, 0.01, -0.03], [-0.29, 0.10, 0.04], [0.19, 0.01, -0.35], [0.15, -0.35, -0.20], [0.03, 0.26, 0.39], [-0.20, -0.16, -0.15], [-0.46, 0.31, 0.71], [-0.41, 0.13, 0.41], [0.18, -0.38, -0.96], [-0.52, 1.34, -0.71], [-0.11, 0.62, -0.86], [0.04, -0.19, -0.06], [-0.05, -0.05, 0.15], [0.01, 0.04, -0.14], [-0.01, -0.06, -0.09], [-0.05, -0.05, 0.02], [-0.02, 0.09, 0.04], [0.15, 0.00, -0.13], [0.03, -0.15, -0.07], [0.10, 0.11, 0.08], [0.06, 0.17, 0.08], [-0.04, -0.04, 0.02], [-0.01, 0.15, -0.17], [0.00, -0.07, 0.01], [0.09, -0.02, 0.06], [0.00, 0.10, 0.12], [0.12, 0.13, -0.10], [0.02, 0.14, -0.01], [0.03, 0.07, -0.02], [-0.03, -0.01, -0.07], [0.00, -0.07, 0.05], [0.01, -0.08, 0.01], [-0.13, -0.39, -0.15], [-0.55, -0.71, -0.46], [0.02, 0.09, -0.09], [0.05, 0.18, 0.05], [0.33, -0.48, 0.89], [-0.10, -0.36, 0.15], [-0.30, -0.23, -0.21], [-0.06, -0.01, -0.04], [0.00, 0.01, -0.06], [-0.04, 0.00, 0.07], [0.09, 0.06, -0.02], [0.14, 0.04, 0.18], [-0.37, 0.00, -0.19], [0.19, -0.15, -0.23], [0.03, 0.06, 0.03], [0.03, -0.09, -0.13], [0.33, 0.29, 0.64], [0.45, -0.60, -0.52], [1.56, -0.73, -0.43], [-1.40, -0.20, -0.41], [0.06, -0.02, 0.03], [0.06, -0.05, -0.09], [0.00, -0.08, -0.06]],
  "total_charge": -1,
  "homo_energy_ev": -3.72,
  "e_tot_ha": -3760.545702,
  "mol_weight_g_mol": 951.8
}


[2]
{
  "formula": "C15H23N2O9Ti",
  "method": "ωB97M-V/def2-TZVPD",
  "species": ["Ti", "C", "C", "O", "C", "C", "O", "C", "C", "O", "C", "C", "O", "C", "C", "O", "H", "H", "H", "H", "H", "H", "H", "H", "H", "H", "H", "H", "H", "H", "H", "H", "H", "H", "H", "H", "O", "C", "O", "C", "C", "N", "N", "C", "C", "O", "O", "H", "H", "H"],
  "xyz": [[-0.1943, -0.1795, -0.9662], [2.5151, -1.7493, 0.1011], [2.3217, -1.4222, 1.5678], [0.9655, -1.0236, 1.7382], [0.0681, -2.0395, 2.1735], [-1.3097, -1.5919, 1.7504], [-1.3800, -1.5307, 0.3008], [-2.2559, -2.5204, -0.2768], [-2.4568, -2.1242, -1.7197], [-1.1969, -1.6485, -2.2850], [-0.0927, -2.4039, -2.1258], [0.6178, 0.4109, -2.7849], [0.9017, 1.3633, -1.8012], [2.2582, 1.5897, -1.3738], [2.9746, 0.2667, -1.1861], [1.9907, -0.6555, -0.6833], [1.9480, -2.6393, -0.1775], [3.5645, -1.9173, -0.1444], [2.9477, -0.5750, 1.8569], [2.5781, -2.2737, 2.2022], [0.1152, -2.1600, 3.2604], [0.3184, -2.9996, 1.7075], [-1.5343, -0.5932, 2.1302], [-2.0676, -2.2838, 2.1162], [-3.2209, -2.5120, 0.2336], [-1.8110, -3.5121, -0.1557], [-3.1240, -1.2682, -1.8021], [-2.8296, -2.9535, -2.3229], [0.6157, -2.3407, -2.9421], [-0.1505, -3.2833, -1.4970], [-0.1081, 0.7813, -3.5024], [1.4807, -0.0862, -3.2174], [2.1663, 2.1222, -0.4273], [2.7619, 2.2248, -2.1038], [3.7849, 0.3917, -0.4649], [3.3911, -0.1363, -2.1118], [-1.9110, 5.5204, 1.9875], [-2.2900, 4.3536, 1.4557], [-3.4046, 4.1455, 1.0924], [-1.2551, 3.2684, 1.3717], [-0.3544, 2.8350, 2.3253], [0.1912, 1.6890, 1.8733], [-0.2963, 1.3525, 0.6733], [-1.1752, 2.3051, 0.3609], [-1.8216, 2.1233, -0.9732], [-2.3045, 2.9824, -1.6272], [-1.6794, 0.8083, -1.3438], [-0.9560, 5.6044, 2.0883], [-0.1103, 3.2283, 3.2985], [0.8135, 1.0563, 2.3507]],
  "atomic_forces_ev_per_a": [[0.21, 0.25, -0.06], [0.04, -0.12, 0.12], [-0.01, 0.03, -0.19], [-0.02, 0.08, 0.08], [-0.10, -0.02, -0.05], [0.08, -0.01, 0.17], [0.08, -0.01, 0.12], [0.02, -0.04, -0.06], [-0.24, 0.02, 0.10], [-0.23, 0.00, 0.02], [0.19, -0.29, -0.15], [-0.07, 0.00, -0.14], [-0.10, 0.02, -0.09], [0.22, 0.00, 0.08], [0.04, 0.05, -0.05], [-0.10, -0.01, 0.26], [0.01, 0.04, -0.02], [-0.04, 0.00, -0.05], [-0.01, -0.05, 0.03], [0.03, 0.03, -0.03], [-0.03, 0.01, -0.05], [-0.01, 0.02, 0.02], [0.01, -0.08, -0.06], [0.01, 0.02, -0.03], [0.04, 0.04, -0.03], [-0.02, 0.05, 0.01], [0.09, -0.04, -0.07], [0.10, 0.07, -0.01], [0.00, 0.03, 0.13], [-0.02, -0.04, -0.09], [0.02, -0.01, 0.08], [0.00, 0.02, 0.08], [-0.03, 0.00, -0.09], [-0.06, -0.04, 0.02], [-0.02, -0.02, -0.03], [-0.02, 0.03, 0.04], [-0.07, 0.05, 0.03], [0.03, 0.01, -0.08], [0.03, -0.03, 0.04], [-0.01, 0.08, -0.02], [-0.09, -0.12, -0.06], [0.10, 0.16, -0.01], [-0.21, 0.10, 0.04], [0.10, -0.32, 0.03], [0.07, 0.29, 0.20], [-0.05, -0.38, -0.07], [-0.08, 0.28, -0.12], [0.04, -0.04, -0.01], [0.03, 0.00, 0.03], [0.03, -0.10, -0.01]],
  "spin_multiplicity": 2,
  "total_charge": 2,
  "homo_energy_ev": [-15.51, -15.51],
  "e_tot_ha": -2220.922520,
  "mol_weight_g_mol": 423.2,
  "s_squared": 0.757
}


In the order shown, the computed energy relative to the best compared isomer or geometry (same formula, charge and spin) values come out to 307.3, 333.3 kJ/mol.